[1]
{
  "formula": "C19H49IN3O6S6",
  "method": "wB97M-V/def2-TZVPD",
  "energy_ha": -4055.48591,
  "lumo_energy_ev": -1.83,
  "multiplicity": 1,
  "charge": 1,
  "species": ["I", "S", "S", "S", "S", "S", "S", "O", "O", "O", "O", "O", "O", "N", "N", "N", "C", "C", "C", "C", "C", "C", "C", "C", "C", "C", "C", "C", "C", "C", "C", "C", "C", "C", "C", "H", "H", "H", "H", "H", "H", "H", "H", "H", "H", "H", "H", "H", "H", "H", "H", "H", "H", "H", "H", "H", "H", "H", "H", "H", "H", "H", "H", "H", "H", "H", "H", "H", "H", "H", "H", "H", "H", "H", "H", "H", "H", "H", "H", "H", "H", "H", "H", "H"],
  "positions_angstrom": [[-1.549416, -0.088673, -0.124310], [3.212065, 2.852662, -1.559069], [6.060031, -2.003087, 2.026233], [7.139660, 4.967775, -4.881637], [-5.718657, 3.405426, -2.606643], [-5.048284, 0.557007, 1.318169], [-3.713666, -5.421730, 1.734227], [-5.222070, 0.953143, 2.743697], [-3.572814, -3.948647, 1.527919], [5.642701, -1.528152, 0.676777], [2.979107, 1.433658, -1.134133], [-5.643048, 1.962885, -2.239957], [6.311117, 5.049487, -3.644628], [0.168184, -1.880050, 1.655376], [2.207746, -1.345107, 1.218028], [-0.733643, 1.391615, 3.668665], [4.301826, 2.790105, -2.968962], [1.741571, 3.356486, -2.451561], [-5.234725, -5.659872, 2.650151], [-5.080391, -1.231852, 1.267858], [1.434907, -2.168741, 1.910692], [-1.395963, 0.388366, 4.488900], [-2.110378, -0.760520, 3.754897], [7.747938, -2.596817, 1.943527], [8.610608, 5.944805, -4.575122], [7.953385, 3.367874, -4.849019], [-4.298503, -6.099401, 0.181453], [0.140857, -0.847634, 0.729654], [-0.956919, -2.607675, 2.284773], [1.426034, -0.504125, 0.471522], [-6.588617, 0.863107, 0.471384], [-7.384944, 3.694243, -3.203515], [-4.906917, 3.576356, -4.197709], [5.331461, -3.637508, 2.224148], [-1.324665, -2.080692, 3.664924], [7.188083, 2.605491, -4.979568], [8.002299, -3.073501, 2.889195], [-5.322844, 2.850023, -4.895353], [-7.403197, 0.400976, 1.031297], [-4.538190, -7.153485, 0.317198], [-7.626188, 2.959048, -3.970671], [5.274140, 2.454659, -2.617310], [-1.946231, -2.872325, 4.087199], [9.307624, 5.817478, -5.402945], [-6.727727, 1.939410, 0.426643], [-5.971079, -1.611944, 1.769246], [-5.045073, 4.592211, -4.566796], [-0.664467, -0.030910, 5.183351], [1.837584, 0.257023, -0.180026], [-4.198369, -1.582361, 1.787261], [-0.432541, -2.032985, 4.295944], [-5.449679, -6.725630, 2.720182], [8.453125, 3.235699, -3.889561], [1.785290, -2.938682, 2.575591], [-7.455492, 4.706656, -3.600126], [4.405153, 3.788543, -3.388336], [-2.405681, -0.421956, 2.766282], [-5.175101, -5.542114, -0.147461], [8.668761, 3.310834, -5.668894], [0.922459, 3.410058, -1.737172], [7.846139, -3.297915, 1.115185], [4.249278, -3.522935, 2.255314], [5.609036, -4.263703, 1.376910], [-6.044792, -5.132747, 2.147032], [-5.046598, -1.574482, 0.233469], [0.004301, 1.001106, 3.096655], [-3.496688, -5.996238, -0.546263], [-6.526076, 0.468315, -0.539441], [-2.130053, 0.914934, 5.097525], [-1.401725, 1.855539, 3.066636], [8.391652, -1.735298, 1.780929], [-3.847367, 3.382208, -4.046782], [-8.059729, 3.584870, -2.357407], [8.302950, 6.985935, -4.511235], [3.899885, 2.087029, -3.700091], [5.674233, -4.078355, 3.159590], [-5.086607, -5.249416, 3.646567], [-0.619621, -3.638840, 2.379506], [-1.807909, -2.574926, 1.608121], [3.221235, -1.328601, 1.206478], [-3.033568, -0.965896, 4.297505], [1.518814, 2.621314, -3.224808], [1.912838, 4.339332, -2.889035], [9.062138, 5.631841, -3.634239]],
  "forces_ev_per_a": [[-0.2, 0.1, 0.0], [0.0, 0.1, 0.1], [-0.1, -0.2, 0.3], [0.0, 0.1, 0.0], [0.0, 0.0, 0.0], [0.2, 0.2, 0.0], [0.0, -0.1, 0.0], [0.0, -0.1, 0.0], [0.0, 0.0, 0.0], [-0.2, 0.0, 0.0], [-0.1, -0.1, 0.0], [0.1, 0.0, -0.1], [0.0, 0.0, 0.0], [-0.1, -0.2, 0.0], [0.2, 0.2, -0.1], [0.1, 0.0, 0.1], [-0.1, -0.1, -0.1], [-0.1, 0.0, 0.0], [-0.1, 0.0, 0.0], [-0.2, 0.0, -0.1], [0.2, 0.1, 0.2], [-0.1, 0.0, -0.1], [0.1, -0.1, 0.3], [0.1, 0.1, -0.2], [0.1, 0.0, 0.0], [0.1, 0.0, 0.0], [0.0, 0.0, 0.0], [-0.1, -0.1, 0.2], [0.1, 0.3, 0.1], [0.0, 0.1, -0.2], [-0.3, -0.2, 0.1], [-0.1, 0.0, 0.0], [0.0, 0.0, -0.1], [0.0, -0.1, 0.1], [-0.2, -0.1, 0.1], [0.0, 0.0, 0.0], [0.0, 0.0, 0.0], [0.0, 0.0, 0.0], [0.0, 0.0, 0.0], [0.0, 0.0, 0.0], [0.0, 0.0, 0.0], [0.0, 0.0, 0.0], [0.1, -0.1, 0.0], [0.0, 0.0, 0.0], [0.0, 0.0, 0.0], [0.0, 0.1, 0.0], [0.0, 0.0, 0.0], [0.0, 0.0, 0.1], [0.1, 0.0, 0.0], [0.1, -0.1, 0.1], [0.1, 0.0, 0.0], [0.0, 0.0, 0.0], [0.0, 0.0, 0.0], [-0.1, 0.0, 0.0], [0.0, 0.0, 0.0], [0.1, 0.0, 0.0], [-0.1, 0.1, -0.1], [0.0, 0.0, 0.0], [0.0, 0.0, 0.0], [0.0, 0.0, 0.0], [0.0, 0.0, 0.0], [0.0, 0.0, 0.0], [0.0, 0.0, 0.0], [0.0, 0.0, 0.0], [0.0, 0.0, 0.0], [0.0, 0.0, -0.1], [0.0, 0.0, 0.0], [0.0, 0.1, -0.1], [0.0, 0.0, 0.0], [0.0, 0.0, -0.1], [0.0, 0.0, 0.0], [0.0, 0.0, 0.0], [0.0, 0.0, 0.0], [0.0, 0.0, 0.0], [0.0, 0.0, 0.0], [0.0, 0.0, 0.0], [0.0, 0.0, 0.0], [-0.1, -0.1, -0.2], [0.1, -0.1, 0.0], [0.2, 0.0, -0.1], [-0.1, 0.0, -0.1], [0.0, 0.0, 0.0], [0.0, 0.0, 0.0], [0.0, 0.0, 0.0]],
  "mulliken_charge": [0.30, 0.46, 0.53, 0.50, 0.51, 0.63, 0.46, -0.69, -0.54, -0.62, -0.67, -0.57, -0.59, 0.24, 0.31, -0.57, -1.07, -0.97, -1.03, -0.64, -0.08, -1.06, 0.63, -0.97, -0.98, -0.95, -1.04, -0.82, -0.89, -0.22, -1.03, -0.94, -0.97, -0.46, -0.64, 0.29, 0.38, 0.31, 0.37, 0.42, 0.31, 0.36, 0.34, 0.39, 0.31, 0.41, 0.38, 0.37, 0.97, -0.10, 0.49, 0.43, 0.30, 0.42, 0.37, 0.41, -0.61, 0.30, 0.41, 0.31, 0.32, -0.17, 0.31, 0.31, 0.37, 0.20, 0.32, 0.33, 0.36, 0.30, 0.35, 0.30, 0.31, 0.32, 0.38, 0.38, 0.32, 0.32, 0.18, 0.17, 0.43, 0.29, 0.41, 0.31]
}



[2]
{
  "formula": "C31H49BIrN6STe",
  "method": "wB97M-V/def2-TZVPD",
  "energy_ha": -2334.44067,
  "lumo_energy_ev": -3.20,
  "de_lowest_kcal_mol": 6.75,
  "multiplicity": 1,
  "charge": 1,
  "species": ["Ir", "Te", "S", "N", "N", "N", "N", "N", "N", "C", "C", "C", "C", "C", "C", "C", "C", "C", "C", "C", "C", "C", "C", "C", "C", "C", "C", "C", "C", "C", "C", "C", "C", "C", "C", "C", "C", "C", "C", "C", "B", "H", "H", "H", "H", "H", "H", "H", "H", "H", "H", "H", "H", "H", "H", "H", "H", "H", "H", "H", "H", "H", "H", "H", "H", "H", "H", "H", "H", "H", "H", "H", "H", "H", "H", "H", "H", "H", "H", "H", "H", "H", "H", "H", "H", "H", "H", "H", "H", "H"],
  "positions_angstrom": [[-0.124302, -0.488486, 1.461878], [0.195780, -2.893722, 0.328962], [-0.954569, -4.325649, 3.129654], [-1.658499, -0.293743, 0.241082], [-1.285764, -0.195747, -1.055625], [1.224606, 0.156905, -1.057729], [1.421873, -0.150015, 0.253132], [-0.228765, 1.636208, 1.179720], [-0.235550, 1.961240, -0.157709], [1.767232, 0.926087, -4.109501], [-0.265813, 3.314960, -0.264585], [-0.237837, 2.941652, 3.397052], [3.372218, -0.271266, -0.751752], [-3.163501, -1.367826, -0.960401], [-0.804156, -1.728857, -3.674733], [-0.300082, 3.838517, 1.005127], [1.062177, 3.669504, 3.768223], [3.087117, -1.174767, -3.711062], [-2.188724, -0.842831, -1.811550], [2.742893, 0.221534, -3.167379], [-0.985175, -6.019441, 3.386962], [-3.343776, -1.326980, 1.672853], [2.186439, -0.529818, 2.893312], [-0.115716, 4.142933, -1.512699], [3.642492, -2.301517, 1.851975], [-4.751828, -0.743148, 1.804114], [2.708789, -0.418766, 0.461362], [-2.121547, -1.053978, -3.292875], [-2.417433, -0.784831, 2.760014], [-0.224493, -4.494862, 1.589373], [-2.395342, 0.227319, -4.088446], [-2.769654, -1.033927, 0.325710], [-0.010644, -5.808090, 1.294376], [-0.406030, 1.691953, 4.259923], [1.321238, 4.021698, -2.033555], [3.220867, -0.826066, 1.812885], [-1.165289, 3.899605, -2.601561], [-0.269003, 2.759028, 1.895229], [2.411625, 0.084250, -1.696489], [-0.455014, -6.687179, 2.331684], [-0.151170, 0.853473, -1.281842], [-1.446200, 1.377779, 4.318136], [2.244688, 1.004633, -5.086495], [-2.930294, -1.752351, -3.517432], [1.523830, 1.933502, -3.786327], [2.022260, 4.476004, -1.332417], [-4.035346, -1.927000, -1.253748], [-1.635381, 0.985586, -3.902934], [1.605768, 2.978566, -2.154632], [1.077445, 3.891244, 4.835104], [0.451465, -6.139097, 0.374704], [-1.384594, -6.422935, 4.303151], [-0.069891, 1.900628, 5.275367], [3.904503, -1.628513, -3.152223], [-1.073882, 3.606483, 3.629235], [-0.339544, 4.884838, 1.258787], [-1.364980, -1.234856, 2.666451], [0.184078, 0.856934, 3.893275], [2.226415, -1.842500, -3.649447], [0.045910, -1.160298, -3.304373], [-3.412180, -2.413386, 1.786578], [3.386725, -1.099162, -4.756382], [4.078407, -2.540857, 2.822914], [1.208453, -1.077078, 2.675980], [4.384618, -2.512826, 1.082521], [-2.408434, 0.007495, -5.155639], [-0.746900, -2.729395, -3.244823], [2.789054, -2.953833, 1.683200], [-0.241117, 1.357199, -2.345355], [-2.165339, 3.829511, -2.170739], [-0.245346, 5.171557, -1.170427], [-5.145788, -0.924035, 2.804979], [-1.158285, 4.732601, -3.304515], [-0.722784, -1.818374, -4.758616], [3.668403, 0.804683, -3.180159], [1.159453, 4.609741, 3.227224], [-2.365457, 0.300779, 2.709036], [4.111861, -0.222557, 2.003244], [2.001987, 0.536823, 2.998390], [-2.740992, -1.072042, 3.757518], [-0.383890, -7.763590, 2.283046], [4.427862, -0.390708, -0.927936], [2.486631, -0.927924, 3.860251], [-4.742698, 0.333820, 1.627516], [-3.363015, 0.648635, -3.813078], [1.426726, 4.526574, -2.994852], [-0.973358, 2.988680, -3.162549], [-5.430282, -1.203740, 1.088313], [0.840943, 0.372579, -4.242186], [1.932848, 3.054873, 3.527226]],
  "forces_ev_per_a": [[0.6, -0.2, 0.0], [-0.2, 0.0, 0.1], [0.0, 0.1, 0.0], [0.0, -0.7, -0.5], [-0.2, 0.4, -0.2], [0.0, 0.0, 0.0], [0.0, -0.2, -0.4], [-0.1, 0.3, 0.9], [-0.2, 0.0, 0.0], [0.0, 0.0, 0.1], [0.1, 0.0, -0.1], [0.2, -0.2, 0.0], [-0.1, 0.1, 0.1], [0.1, 0.2, 0.0], [-0.1, -0.1, 0.0], [-0.1, 0.0, 0.1], [-0.1, 0.1, 0.0], [0.0, 0.0, 0.0], [-0.4, -0.1, 0.1], [0.0, 0.1, 0.0], [0.0, -0.1, 0.1], [0.1, -0.3, 0.0], [-0.1, 0.7, -0.4], [0.0, -0.2, -0.1], [0.1, 0.0, 0.0], [0.0, 0.1, 0.1], [0.1, -0.1, 0.0], [0.0, 0.3, -0.1], [0.1, 0.6, -0.6], [-0.1, 0.0, 0.2], [0.0, 0.0, 0.1], [-0.1, 0.0, 0.0], [0.0, -0.1, 0.1], [-0.1, 0.1, -0.1], [0.0, 0.1, 0.0], [-0.1, -0.3, -0.1], [0.0, 0.0, 0.1], [-0.1, 0.2, -0.2], [0.2, 0.0, 0.1], [0.0, 0.1, -0.1], [0.2, 0.3, -0.1], [0.0, 0.0, 0.0], [0.0, 0.0, 0.0], [0.0, 0.0, 0.0], [0.0, 0.0, 0.0], [0.0, 0.0, 0.0], [0.0, 0.0, 0.0], [0.0, 0.0, 0.0], [0.0, 0.0, 0.0], [0.0, 0.0, 0.0], [0.0, 0.0, 0.0], [0.0, 0.0, 0.0], [-0.1, 0.0, 0.0], [0.0, 0.0, 0.0], [0.0, 0.1, 0.0], [0.0, 0.0, 0.0], [-0.2, -0.4, 0.3], [0.0, -0.1, 0.0], [0.0, 0.0, 0.0], [0.0, 0.0, 0.0], [0.1, 0.0, 0.0], [0.0, 0.0, 0.0], [0.0, 0.0, 0.0], [0.2, -0.4, 0.3], [0.0, 0.0, 0.0], [0.0, 0.0, 0.0], [0.0, 0.0, 0.0], [0.0, 0.0, 0.0], [0.2, -0.1, 0.0], [0.0, 0.0, 0.0], [-0.1, 0.0, 0.0], [0.0, 0.0, 0.0], [0.0, 0.0, 0.0], [0.0, 0.0, 0.0], [0.0, 0.0, 0.0], [0.0, 0.0, 0.0], [-0.2, 0.0, 0.1], [-0.1, 0.1, 0.1], [0.1, 0.0, 0.0], [0.3, -0.1, 0.1], [0.0, 0.0, 0.0], [0.0, 0.0, 0.0], [-0.2, -0.1, 0.0], [0.0, 0.0, 0.0], [0.0, 0.0, 0.0], [0.0, 0.0, 0.0], [0.0, 0.0, 0.0], [0.0, 0.0, 0.0], [0.0, 0.0, 0.0], [0.0, 0.0, 0.0]],
  "mulliken_charge": [0.60, 0.19, -0.07, 0.58, 0.16, 1.31, -0.31, -0.73, 0.90, -1.36, 0.21, 0.55, -1.80, -1.82, -1.22, -1.08, -1.49, -1.51, 0.69, 0.21, -0.64, 1.05, -1.31, 0.00, -1.40, -1.55, 0.16, -0.12, -1.97, 0.42, -1.29, -0.17, -0.61, -1.21, -1.17, 0.32, -1.39, -0.40, 0.36, -0.44, 1.22, 0.23, 0.55, 0.48, 0.09, 0.40, 0.52, 0.00, -0.03, 0.46, 0.39, 0.41, 0.51, 0.42, 0.50, 0.57, 0.70, 0.07, 0.27, -0.06, 0.49, 0.45, 0.43, 0.42, 0.40, 0.45, 0.40, 0.21, -0.90, 0.37, 0.56, 0.43, 0.49, 0.39, 0.64, 0.39, 0.31, 0.61, 0.08, 0.39, 0.39, 0.66, 0.46, 0.36, 0.40, 0.42, 0.01, 0.43, 0.23, 0.28]
}



[3]
{
  "formula": "C4H6N2",
  "method": "wB97M-V/def2-TZVPD",
  "energy_ha": -265.37434,
  "lumo_energy_ev": [-0.82, -0.48],
  "smiles": "C[C@@H]1N=C=CN1",
  "de_lowest_kcal_mol": 101.18,
  "multiplicity": 1,
  "charge": 0,
  "species": ["N", "N", "C", "C", "C", "C", "H", "H", "H", "H", "H", "H"],
  "positions_angstrom": [[-1.047091, 0.841819, 0.590982], [0.148216, -0.147935, -1.139712], [-1.038942, 0.339269, -1.536557], [0.738507, -0.571802, 1.300922], [0.291681, 0.405774, 0.239796], [-1.853470, 0.699464, -0.433178], [0.054119, -1.424363, 1.325347], [1.012627, 1.233748, 0.144876], [1.766967, -0.916959, 1.155677], [0.668483, -0.052810, 2.259187], [0.498388, -1.073394, -1.363926], [-1.239485, 0.667188, -2.543414]],
  "forces_ev_per_a": [[-0.8, -0.1, 0.3], [-0.2, 0.1, 0.4], [-0.7, 0.0, -0.9], [0.1, -0.1, 0.1], [-0.1, -0.2, 0.2], [1.7, 0.8, 0.4], [0.1, 0.0, 0.0], [-0.2, -0.1, 0.2], [-0.1, 0.0, -0.1], [0.1, -0.2, -0.1], [0.3, 0.4, -0.3], [-0.2, -0.8, -0.4]],
  "mulliken_charge": [-0.45, -0.25, -0.21, -1.29, 0.38, -0.08, 0.35, 0.24, 0.35, 0.32, 0.26, 0.38]
}



[4]
{
  "formula": "C5H7N2",
  "method": "wB97M-V/def2-TZVPD",
  "energy_ha": -303.83828,
  "lumo_energy_ev": -3.91,
  "smiles": "C#C[C@@H]1N=CC[NH2+]1",
  "de_lowest_kcal_mol": 113.38,
  "multiplicity": 1,
  "charge": 1,
  "species": ["N", "N", "C", "C", "C", "C", "C", "H", "H", "H", "H", "H", "H", "H"],
  "positions_angstrom": [[0.498814, -0.909121, 0.335496], [0.083853, 1.477836, 0.369285], [1.156484, 1.306227, -0.256659], [-0.599419, 0.261615, 0.686849], [1.477781, -0.121794, -0.543749], [-2.854488, -0.155586, -0.552440], [-1.804539, -0.084670, -0.018532], [2.441440, -0.599465, -0.385821], [0.404227, -1.803999, -0.186214], [-3.857331, -0.365410, -0.738385], [0.969904, -1.152514, 1.346607], [-0.865082, 0.325276, 1.901351], [1.107754, -0.291444, -1.624496], [1.840608, 2.113049, -0.333288]],
  "forces_ev_per_a": [[2.5, 0.5, 2.9], [-1.1, -0.2, 0.1], [0.5, -0.7, 1.5], [-0.7, -0.6, 2.4], [-1.1, -1.4, -1.6], [-1.0, -0.5, 0.0], [1.6, 1.1, 0.5], [0.3, 0.8, -0.2], [-1.3, 0.6, 0.8], [-1.0, 0.0, -0.7], [-1.2, 0.6, -3.3], [1.1, -0.7, -3.1], [0.8, -0.1, 1.5], [0.5, 0.7, -0.8]],
  "mulliken_charge": [-0.34, -0.33, -0.18, 0.27, -0.41, 0.47, -1.20, 0.43, 0.37, 0.48, 0.42, 0.31, 0.29, 0.42]
}